138
Properties=species:S:1:pos:R:3:lowdin_charge:R:1 method="wB97M-V/def2-TZVPD" largest_force_ev_per_a=2.91 homo_energy_ha=-0.11070 orbital_gap_ev=2.788 total_charge=-1
C 5.703 -5.664 4.681 -0.250
C 4.576 -5.761 3.450 -0.495
P 2.984 -6.507 4.198 0.735
C 3.271 -8.432 4.278 -0.390
P 1.240 -6.190 2.874 0.224
C 0.308 -5.147 4.184 -0.385
C 0.062 -5.921 5.620 -0.285
C -1.033 -5.047 6.534 -0.222
C -2.590 -5.323 5.988 -0.216
C -3.407 -3.930 6.247 -0.224
C -4.761 -3.720 5.357 -0.238
C -5.070 -4.878 4.243 -0.218
C -4.115 -4.508 2.922 -0.201
C -3.558 -5.900 2.179 -0.198
C -4.765 -6.913 1.722 -0.191
C -4.368 -8.504 1.723 -0.218
O -3.440 -8.905 2.804 -0.262
C -4.046 -8.672 4.138 -0.118
O 1.925 -4.715 2.249 -0.514
C 1.003 -4.001 1.352 -0.231
C 1.381 -2.379 1.249 -0.318
C 2.643 -1.939 2.199 -0.093
O 0.195 -1.614 1.759 -0.170
H 5.275 -4.984 5.556 0.061
H 6.755 -5.268 4.287 0.061
H 5.795 -6.759 5.110 0.048
H 5.053 -6.400 2.571 0.076
H 4.388 -4.635 3.110 0.065
H 2.942 -8.890 5.313 0.025
H 4.397 -8.719 4.106 0.022
H 2.644 -9.001 3.443 0.026
H 1.997 -6.925 1.858 -0.046
H 0.700 -7.435 3.426 -0.046
H 0.134 -6.188 1.944 -0.045
H 0.795 -4.068 4.344 0.090
H -0.765 -4.917 3.713 0.063
H 1.049 -5.971 6.287 0.075
H -0.338 -7.025 5.509 0.100
H -0.760 -3.909 6.313 0.099
H -0.897 -5.288 7.671 0.097
H -2.467 -5.639 4.869 0.072
H -3.027 -6.155 6.690 0.113
H -2.732 -2.949 6.164 0.111
H -3.757 -3.952 7.388 0.112
H -4.630 -2.683 4.783 0.110
H -5.683 -3.563 6.079 0.099
H -6.188 -4.784 3.834 0.109
H -4.925 -5.982 4.615 0.088
H -4.682 -3.796 2.154 0.116
H -3.123 -3.944 3.271 0.107
H -2.701 -6.403 2.806 0.100
H -3.043 -5.516 1.175 0.117
H -5.042 -6.640 0.594 0.118
H -5.757 -6.797 2.332 0.094
H -5.379 -9.099 1.924 0.122
H -3.907 -8.830 0.696 0.129
H -5.162 -8.318 4.100 0.087
H -3.460 -7.845 4.762 0.086
H -4.015 -9.730 4.688 0.107
H -0.125 -4.041 1.661 0.100
H 1.196 -4.426 0.259 0.126
H 1.503 -2.025 0.119 0.148
H 3.706 -2.045 1.672 0.090
H 2.629 -2.425 3.283 0.088
H 2.519 -0.767 2.391 0.074
H 0.121 -1.946 2.716 0.104
C -2.246 2.378 -1.373 -0.054
C -1.833 1.478 -0.391 -0.040
C -0.503 1.471 0.035 0.022
C 0.419 2.359 -0.532 -0.082
C 0.011 3.242 -1.531 -0.091
C -1.328 3.260 -1.944 0.000
C 0.985 4.150 -2.170 -0.283
O 0.627 4.928 -3.045 0.084
C 2.399 4.099 -1.746 -0.087
C 3.344 4.912 -2.384 -0.005
C 4.681 4.880 -1.981 -0.067
C 5.074 4.045 -0.935 -0.057
C 4.136 3.229 -0.302 0.010
C 2.797 3.250 -0.715 -0.081
C 1.819 2.357 -0.062 -0.272
O 2.165 1.619 0.853 0.103
H -3.284 2.390 -1.698 0.089
H -2.546 0.782 0.045 0.114
H -0.189 0.769 0.805 0.109
H -1.657 3.956 -2.714 0.113
H 3.045 5.570 -3.199 0.115
H 5.414 5.509 -2.481 0.103
H 6.114 4.025 -0.616 0.108
H 4.451 2.576 0.510 0.124
C -8.930 4.545 1.347 -0.057
C -9.850 5.496 0.905 -0.059
C -9.739 6.032 -0.378 0.004
C -8.697 5.626 -1.220 -0.087
C -7.762 4.694 -0.770 -0.084
C -7.886 4.144 0.512 0.009
C -6.630 4.295 -1.631 -0.273
O -5.811 3.474 -1.237 0.095
C -6.494 4.907 -2.968 -0.082
C -5.394 4.581 -3.772 0.012
C -5.265 5.145 -5.043 -0.053
C -6.237 6.025 -5.518 -0.058
C -7.331 6.355 -4.717 0.005
C -7.455 5.802 -3.436 -0.086
C -8.597 6.185 -2.583 -0.279
O -9.449 6.963 -2.998 0.093
H -9.022 4.120 2.344 0.109
H -10.657 5.818 1.560 0.107
H -10.464 6.770 -0.718 0.120
H -7.168 3.405 0.866 0.123
H -4.632 3.892 -3.410 0.111
H -4.407 4.894 -5.663 0.109
H -6.141 6.458 -6.511 0.107
H -8.084 7.047 -5.093 0.121
C 4.385 5.716 -7.051 -0.052
C 4.798 4.816 -6.069 -0.055
C 6.127 4.809 -5.643 0.003
C 7.049 5.697 -6.210 -0.087
C 6.641 6.580 -7.208 -0.087
C 5.303 6.598 -7.622 0.006
C 7.616 7.488 -7.848 -0.279
O 7.258 8.266 -8.723 0.094
C 9.030 7.437 -7.424 -0.086
C 9.975 8.250 -8.062 0.005
C 11.312 8.218 -7.658 -0.061
C 11.705 7.383 -6.613 -0.060
C 10.766 6.567 -5.979 0.006
C 9.428 6.588 -6.393 -0.085
C 8.449 5.695 -5.740 -0.279
O 8.795 4.957 -4.825 0.097
H 3.347 5.728 -7.376 0.110
H 4.085 4.120 -5.633 0.110
H 6.442 4.107 -4.873 0.121
H 4.974 7.294 -8.391 0.121
H 9.676 8.908 -8.877 0.121
H 12.045 8.847 -8.159 0.106
H 12.745 7.363 -6.294 0.107
H 11.082 5.914 -5.168 0.122